(1)
This record from the Open Molecules 2025 dataset describes C31H37IrN4O3 as an isolated structure in a non-equilibrium geometry. The level of theory is wB97M-V/def2-TZVPD.

Values from the calculation:
Net charge: +3
Maximum force: 2.992 eV Å⁻¹
Electronic energy: -1751.3051 hartree
2S+1: 6

CARTESIAN COORDINATES (ANGSTROEM)
Ir  -1.187  -0.920  0.327
C  -5.262  0.189  -1.481
C  -4.114  -0.291  -2.381
C  -3.526  -1.616  -1.899
C  -3.108  0.829  -2.589
C  -3.139  1.530  -3.767
C  -2.261  2.592  -4.036
C  -1.307  2.976  -3.093
C  -1.210  2.314  -1.897
C  -0.060  2.605  -0.957
C  1.296  2.532  -1.665
C  -0.250  3.988  -0.308
C  -2.203  1.297  -1.567
N  -2.276  0.853  -0.270
C  -2.656  1.740  0.739
O  -3.351  2.698  0.542
C  -2.063  1.407  2.082
C  -2.306  2.099  3.259
C  -1.581  1.729  4.389
C  -0.595  0.748  4.309
C  -0.401  0.124  3.086
N  -1.155  0.449  2.047
C  0.654  -0.903  2.801
O  1.189  -1.552  3.654
N  0.882  -1.111  1.425
C  2.049  -1.562  0.921
C  2.046  -2.411  -0.244
C  3.239  -3.072  -0.633
C  4.449  -2.833  -0.020
C  4.508  -1.892  0.996
C  3.362  -1.177  1.442
C  3.628  0.014  2.299
C  4.252  -0.410  3.661
C  4.641  0.959  1.612
C  0.821  -2.733  -1.043
C  0.364  -4.153  -0.690
C  1.019  -2.575  -2.555
H  -6.058  -0.556  -1.491
H  -5.674  1.134  -1.831
H  -4.949  0.313  -0.444
H  -4.531  -0.492  -3.371
H  -3.181  -1.532  -0.861
H  -2.715  -1.954  -2.549
H  -4.299  -2.385  -1.899
H  -3.897  1.290  -4.503
H  -2.308  3.102  -4.990
H  -0.646  3.806  -3.310
H  -0.055  1.840  -0.175
H  1.408  3.335  -2.392
H  1.428  1.578  -2.182
H  2.094  2.643  -0.930
H  -0.129  4.778  -1.049
H  0.515  4.138  0.456
H  -1.232  4.101  0.147
H  -3.049  2.885  3.277
H  -1.775  2.221  5.333
H  0.005  0.472  5.166
H  3.204  -3.795  -1.439
H  5.344  -3.338  -0.358
H  5.468  -1.676  1.448
H  2.706  0.572  2.463
H  5.116  -1.065  3.536
H  3.528  -0.948  4.256
H  4.581  0.486  4.186
H  5.616  0.488  1.484
H  4.780  1.842  2.232
H  4.286  1.272  0.628
H  0.026  -1.973  -0.778
H  1.075  -4.879  -1.088
H  -0.599  -4.370  -1.151
H  0.296  -4.318  0.384
H  1.743  -3.294  -2.940
H  1.358  -1.574  -2.822
H  0.078  -2.771  -3.067
O  -2.056  -3.466  0.941
N  -1.890  -2.371  1.190

(2)
This record from the Open Molecules 2025 dataset describes C44H74O18 as an isolated structure in a non-equilibrium geometry. The level of theory is wB97M-V/def2-TZVPD.

Values from the calculation:
Maximum force: 12.970 eV Å⁻¹
Electronic energy: -3074.0003 hartree

CARTESIAN COORDINATES (ANGSTROEM)
C  -8.630  -2.084  7.834
C  -9.392  -0.851  8.187
C  -10.192  -0.440  6.965
O  -9.363  -0.880  5.953
C  -8.922  -2.209  6.340
H  -8.937  -2.944  8.429
H  -7.545  -1.990  7.885
H  -8.673  -0.067  8.424
H  -10.015  -0.968  9.073
H  -10.310  0.644  6.990
H  -11.178  -0.903  6.921
H  -8.060  -2.382  5.695
H  -9.685  -2.931  6.050
C  -12.965  4.204  9.494
C  -14.222  3.495  9.806
C  -15.210  4.253  8.944
O  -14.720  5.547  8.762
C  -13.356  5.677  9.156
H  -12.530  3.747  8.605
H  -12.358  4.115  10.395
H  -14.554  3.643  10.834
H  -14.190  2.458  9.473
H  -16.287  4.173  9.091
H  -15.098  3.760  7.979
H  -13.068  6.283  10.016
H  -12.894  6.139  8.284
C  -16.412  1.790  5.270
C  -17.290  0.539  5.050
C  -16.298  -0.439  4.392
O  -15.620  0.334  3.484
C  -15.237  1.575  4.219
H  -15.813  1.771  6.181
H  -17.030  2.684  5.197
H  -18.147  0.784  4.423
H  -17.654  0.177  6.011
H  -16.809  -1.242  3.861
H  -15.640  -1.023  5.035
H  -15.366  2.388  3.505
H  -14.250  1.576  4.682
C  -13.578  0.447  8.184
C  -12.609  0.941  7.183
C  -12.919  2.365  7.010
O  -14.282  2.409  7.053
C  -14.873  1.263  7.775
H  -13.180  0.541  9.195
H  -13.638  -0.637  8.091
H  -12.673  0.353  6.268
H  -11.603  0.826  7.585
H  -12.679  2.813  6.046
H  -12.453  2.906  7.834
H  -15.440  0.678  7.051
H  -15.580  1.581  8.541
O  -13.082  -2.456  7.259
C  -13.064  -1.953  6.078
O  -14.239  -1.756  5.362
C  -13.903  -1.285  4.123
C  -12.409  -1.622  3.851
C  -11.855  -1.633  5.218
H  -13.993  -0.199  4.135
H  -14.632  -1.686  3.419
H  -11.821  -0.952  3.223
H  -12.306  -2.482  3.190
H  -11.411  -0.700  5.565
H  -10.980  -2.283  5.192
O  -16.110  0.283  10.883
C  -16.858  1.113  10.486
O  -17.086  2.217  11.232
C  -17.828  3.183  10.529
C  -17.638  2.690  9.050
C  -17.556  1.185  9.136
H  -17.505  4.208  10.713
H  -18.870  2.938  10.735
H  -16.682  3.163  8.825
H  -18.295  3.136  8.304
H  -16.818  0.960  8.365
H  -18.438  0.551  9.035
O  -11.544  -1.238  9.568
C  -12.521  -1.275  10.324
O  -13.527  -0.377  10.319
C  -14.486  -0.622  11.302
C  -14.250  -1.910  11.926
C  -12.991  -2.427  11.242
H  -15.436  -0.566  10.771
H  -14.488  0.185  12.035
H  -15.106  -2.564  11.762
H  -14.180  -1.782  13.006
H  -13.236  -3.414  10.849
H  -12.225  -2.577  12.003
O  -14.590  3.898  3.028
C  -14.324  4.501  4.023
O  -14.560  5.846  4.052
C  -14.441  6.406  5.275
C  -14.046  5.329  6.191
C  -13.876  4.056  5.331
H  -15.366  6.948  5.474
H  -13.579  7.068  5.355
H  -14.779  5.302  6.997
H  -13.096  5.592  6.656
H  -14.579  3.238  5.489
H  -12.893  3.590  5.259
O  -12.311  1.167  3.593
C  -11.631  1.853  4.376
O  -11.982  3.096  4.806
C  -10.882  3.663  5.469
C  -9.971  2.553  5.928
C  -10.311  1.524  4.891
H  -11.262  4.121  6.382
H  -10.294  4.372  4.887
H  -10.202  2.045  6.864
H  -8.908  2.793  5.947
H  -10.342  0.549  5.376
H  -9.610  1.473  4.057
O  -18.112  -1.935  5.618
C  -17.324  -1.722  6.501
O  -16.013  -1.913  6.302
C  -15.328  -1.778  7.550
C  -16.272  -1.369  8.656
C  -17.564  -1.356  7.946
H  -14.403  -1.203  7.603
H  -15.074  -2.776  7.908
H  -15.933  -0.447  9.129
H  -16.360  -2.117  9.444
H  -18.043  -0.386  7.816
H  -18.326  -2.063  8.275
O  -11.087  2.495  7.943
C  -10.090  2.267  8.617
O  -9.083  1.538  8.146
C  -7.937  1.842  8.954
C  -8.418  2.376  10.331
C  -9.904  2.463  10.098
H  -7.259  2.493  8.402
H  -7.519  0.836  8.979
H  -7.880  3.250  10.697
H  -8.262  1.549  11.023
H  -10.242  3.417  10.502
H  -10.419  1.680  10.655

(3)
This record from the Open Molecules 2025 dataset describes a 3-piece molecular cluster, C16H35INO3 overall in a non-equilibrium geometry. The level of theory is wB97M-V/def2-TZVPD.

Values from the calculation:
Net charge: +1
Maximum force: 1.341 eV Å⁻¹
Electronic energy: -1208.5074 hartree

CARTESIAN COORDINATES (ANGSTROEM)
C  0.953  0.030  3.559
C  0.857  1.425  2.927
C  2.213  1.999  2.561
O  2.955  1.180  1.661
C  2.397  1.085  0.387
C  1.949  -0.361  0.060
C  0.948  -0.343  -1.120
C  1.262  -1.662  -1.808
N  2.735  -1.709  -1.656
C  3.091  -1.094  -0.585
I  5.046  -1.096  0.047
H  0.981  0.085  4.643
H  0.102  -0.580  3.264
H  1.858  -0.476  3.224
H  0.204  1.408  2.052
H  0.406  2.125  3.630
H  2.826  2.066  3.458
H  2.113  3.006  2.151
H  3.142  1.391  -0.351
H  1.526  1.735  0.266
H  1.580  -0.883  0.941
H  1.150  0.519  -1.751
H  -0.092  -0.375  -0.808
H  0.894  -2.445  -1.141
H  0.847  -1.888  -2.781
H  3.373  -2.176  -2.285
C  -0.923  3.182  -2.599
C  -1.136  2.849  -1.133
O  -0.096  3.301  -0.280
C  0.097  4.710  -0.236
C  -1.109  5.477  0.274
H  0.072  2.870  -2.924
H  -1.668  2.672  -3.210
H  -1.015  4.250  -2.793
H  -1.145  1.765  -0.999
H  -2.112  3.212  -0.795
H  0.405  5.083  -1.218
H  0.941  4.858  0.438
H  -1.945  5.440  -0.425
H  -0.847  6.525  0.418
H  -1.447  5.068  1.227
C  -3.622  -5.108  -1.376
C  -2.388  -4.287  -1.705
O  -2.228  -3.135  -0.888
C  -2.079  -3.384  0.500
C  -0.826  -4.173  0.835
H  -4.508  -4.473  -1.364
H  -3.761  -5.886  -2.126
H  -3.543  -5.597  -0.405
H  -2.463  -3.902  -2.722
H  -1.489  -4.914  -1.666
H  -2.967  -3.870  0.913
H  -2.022  -2.394  0.956
H  -0.870  -5.205  0.489
H  -0.659  -4.194  1.912
H  0.039  -3.702  0.360

(4)
This record from the Open Molecules 2025 dataset describes C38H31Cl2N3O3P2RuS4 as an isolated structure. The level of theory is wB97M-V/def2-TZVPD.

Values from the calculation:
Net charge: -1
Maximum force: 0.781 eV Å⁻¹
Electronic energy: -5147.5725 hartree
2S+1: 2

CARTESIAN COORDINATES (ANGSTROEM)
Ru  -0.431  -2.056  0.258
S  -0.059  -1.949  2.671
P  0.362  -0.074  2.046
C  -0.236  0.051  0.464
P  -1.406  1.197  -0.052
S  -3.334  0.948  0.271
C  -0.870  2.871  0.527
C  -1.708  3.669  1.293
C  -1.288  4.923  1.720
C  -0.033  5.397  1.372
C  0.805  4.612  0.589
C  0.384  3.361  0.171
C  -1.114  1.429  -1.860
C  -2.058  2.102  -2.630
C  -1.810  2.373  -3.969
C  -0.620  1.953  -4.554
C  0.311  1.257  -3.797
C  0.068  1.002  -2.453
C  -0.240  1.162  3.240
C  -1.554  1.004  3.680
C  -2.105  1.919  4.562
C  -1.352  2.999  5.002
C  -0.050  3.169  4.554
C  0.507  2.251  3.674
C  2.189  0.119  2.165
C  2.877  0.935  1.275
C  4.243  1.144  1.413
C  4.939  0.529  2.446
C  4.264  -0.302  3.328
C  2.897  -0.506  3.187
H  -2.689  3.288  1.551
H  -1.946  5.531  2.329
H  0.291  6.376  1.704
H  1.781  4.980  0.296
H  1.015  2.766  -0.474
H  -2.989  2.404  -2.162
H  -2.542  2.919  -4.554
H  -0.422  2.163  -5.599
H  1.229  0.907  -4.254
H  0.778  0.442  -1.852
H  -2.138  0.164  3.323
H  -3.126  1.791  4.900
H  -1.784  3.718  5.688
H  0.533  4.019  4.885
H  1.526  2.384  3.328
H  2.334  1.384  0.458
H  4.765  1.783  0.711
H  6.005  0.690  2.556
H  4.802  -0.800  4.126
H  2.369  -1.167  3.864
O  1.590  -1.953  -0.156
N  2.334  -2.946  0.345
C  3.634  -2.670  0.579
C  4.496  -3.642  0.996
C  4.001  -4.942  1.185
C  2.676  -5.201  0.955
C  1.795  -4.184  0.530
S  0.145  -4.427  0.198
H  3.902  -1.638  0.414
H  5.528  -3.387  1.187
H  4.658  -5.734  1.520
H  2.256  -6.185  1.096
Cl  -4.605  -3.732  2.247
C  -4.529  -3.481  0.489
Cl  -5.436  -2.027  0.017
C  -3.082  -3.368  -0.026
O  -2.777  -4.084  -0.968
O  -2.370  -2.537  0.626
H  -5.006  -4.331  0.016
N  -2.503  -0.386  -6.142
C  -1.765  -1.484  -5.912
S  -1.278  -2.504  -7.109
C  -1.470  -1.711  -4.472
C  -0.268  -2.272  -4.064
C  -0.004  -2.371  -2.714
N  -0.869  -1.961  -1.783
C  -2.050  -1.474  -2.166
C  -2.383  -1.327  -3.498
H  -2.705  -0.153  -7.099
H  -2.593  0.324  -5.430
H  0.454  -2.603  -4.797
H  0.932  -2.764  -2.342
H  -2.728  -1.159  -1.379
H  -3.351  -0.921  -3.759